No. 1
ORCA calculation (ωB97M-V/def2-TZVPD) on C5H8N2 in the gas phase.

Summary:
- total charge = 0
- energy (hartree) = -304.831446
- SMILES string = Cc1c[nH]c(N)c1
- maximum force (Eh/bohr) = 0.00475
- 2S+1 = 1

The geometry in XYZ format:
```
15
C5H8N2 (ωB97M-V/def2-TZVPD)
C 0.9512 -1.2917 -1.7929
C 0.2827 -0.6296 -0.6207
C -0.6242 -1.2020 0.2424
N -1.0157 -0.2466 1.1420
C -0.3760 0.9338 0.8829
N -0.6536 2.0441 1.7194
C 0.4393 0.7260 -0.2071
H 0.2439 -1.4755 -2.6097
H 1.7550 -0.6654 -2.1927
H 1.3870 -2.2599 -1.5204
H -1.0225 -2.2074 0.2878
H -1.6810 -0.3518 1.8903
H 0.1604 2.3114 2.2622
H -0.9385 2.8524 1.1780
H 1.0920 1.4621 -0.6616
```

Here are the Mulliken charges for atoms 1 to 8, given in e:
1 C -1.1616
2 C 0.9111
3 C -0.8584
4 N 0.0352
5 C 0.0488
6 N -0.5928
7 C -0.7140
8 H 0.2533

=====

No. 2
ORCA calculation (ωB97M-V/def2-TZVPD) on 7 unconnected molecules or ions with the total composition C60H119FN6O6 at a distorted geometry.

Summary:
- total charge = 0
- energy (hartree) = -3237.062405
- SMILES string = CC1(C)CCCC(C)(C)N1O.CC1(C)CCCC(C)(C)N1O.CC1(C)CCCC(C)(C)N1O.CC1(C)CCCC(C)(C)N1O.CC1(C)CCCC(C)(C)N1O.CC1(C)CCCC(C)(C)N1O.Fc1ccccc1
- maximum force (Eh/bohr) = 0.06341
- 2S+1 = 1

The geometry in XYZ format:
```
192
C60H119FN6O6 (ωB97M-V/def2-TZVPD)
C 11.5346 -27.2189 6.9663
C 10.4364 -28.1738 6.5668
C 9.7124 -27.6481 5.2922
C 8.8721 -28.7457 4.6354
C 9.7015 -29.9778 4.3355
C 10.3776 -30.5644 5.5319
N 11.0534 -29.4642 6.2255
O 11.7169 -29.8581 7.4663
C 9.4670 -31.3162 6.5341
C 11.4772 -31.5106 5.0687
C 9.5088 -28.3130 7.8002
H 11.9992 -26.8273 6.0765
H 12.2576 -27.7032 7.5934
H 11.1074 -26.3861 7.5496
H 9.0276 -26.8745 5.5926
H 10.4515 -27.3295 4.5657
H 8.3063 -28.4039 3.7496
H 8.1179 -28.9864 5.4029
H 10.5422 -29.7155 3.6368
H 9.0726 -30.7893 3.8069
H 10.0595 -31.6275 7.3950
H 8.6940 -30.6023 6.8686
H 8.9560 -32.1806 5.9797
H 11.9941 -31.8874 5.9173
H 10.9705 -32.3685 4.5926
H 12.1488 -31.0240 4.3786
H 9.3406 -27.3217 8.2947
H 10.0349 -28.8605 8.5981
H 8.5198 -28.7568 7.6062
H 12.6304 -29.9822 7.0821
C 5.1532 -21.2786 10.9472
C 3.8839 -22.0098 11.3391
C 2.6609 -21.0522 11.1694
C 2.2619 -20.6440 9.7353
C 1.8657 -21.9867 9.0723
C 3.0560 -22.9723 9.1302
N 3.5318 -23.1835 10.5127
O 4.6688 -23.9774 10.4855
C 2.5881 -24.2824 8.5936
C 4.1681 -22.3852 8.1426
C 3.9147 -22.5137 12.7882
H 5.9614 -21.9661 10.8266
H 5.4657 -20.5521 11.7499
H 5.0789 -20.6029 10.1011
H 1.7497 -21.5229 11.6591
H 3.0106 -20.2034 11.7217
H 3.1514 -20.2416 9.2106
H 1.4267 -19.9194 9.7794
H 1.5562 -21.8689 7.9836
H 1.0176 -22.5310 9.5968
H 3.3496 -24.9791 8.4532
H 1.8806 -24.7435 9.2941
H 2.1209 -24.3539 7.5863
H 4.2093 -22.8764 7.1867
H 4.0852 -21.3735 7.9100
H 5.1394 -22.6055 8.5917
H 3.0367 -23.1540 13.0645
H 3.7808 -21.5938 13.4156
H 4.9281 -22.9216 13.0426
H 4.4058 -24.8555 10.7879
C 15.4433 -24.0300 10.5322
C 14.5002 -25.1951 10.8558
C 15.2611 -26.4281 11.1246
C 14.3804 -27.5815 11.6726
C 13.8269 -27.0856 13.0440
C 13.0045 -25.7763 12.8991
N 13.7929 -24.8165 12.0877
O 13.0198 -23.6398 11.8462
C 11.5875 -26.1670 12.3368
C 12.9058 -25.1283 14.2755
C 13.6786 -25.4701 9.6144
H 16.2122 -23.9144 11.2975
H 14.8382 -23.1424 10.3043
H 15.9495 -24.2156 9.5367
H 15.7177 -26.8693 10.2679
H 15.9439 -26.2466 11.9774
H 14.9222 -28.5011 11.8293
H 13.5223 -27.8002 11.0643
H 14.6934 -26.9996 13.7613
H 13.1043 -27.8014 13.4431
H 11.5526 -26.7423 11.3767
H 11.0657 -26.7216 13.0902
H 10.9588 -25.3073 12.0682
H 12.3424 -24.1401 14.2600
H 12.4686 -25.9033 14.9061
H 13.9098 -24.9080 14.5297
H 12.9216 -26.1929 9.8228
H 14.2288 -25.8485 8.7498
H 13.1655 -24.5508 9.3246
H 12.1840 -23.8300 11.3572
C 14.0087 -19.0723 14.1004
C 12.8679 -19.8071 13.3371
C 11.7308 -18.7530 13.1051
C 11.9506 -17.7647 12.0415
C 12.2661 -18.4691 10.7718
C 13.4908 -19.4998 10.8468
N 13.1989 -20.3997 11.9983
O 14.3658 -21.1717 12.2349
C 13.4416 -20.2882 9.5375
C 14.9092 -18.8429 10.8642
C 12.3471 -20.9578 14.1620
H 13.7052 -18.9370 15.1629
H 14.2014 -18.1032 13.6416
H 14.9780 -19.6486 13.9638
H 10.7834 -19.2972 12.8622
H 11.5569 -18.3031 14.0713
H 12.7503 -17.0548 12.2824
H 11.0239 -17.1738 11.9419
H 12.5142 -17.8076 9.9117
H 11.3802 -19.0587 10.4765
H 14.0961 -21.1048 9.5134
H 12.4206 -20.6272 9.3795
H 13.7393 -19.5179 8.7868
H 15.7474 -19.5404 10.5846
H 14.8956 -18.0718 10.1425
H 15.1021 -18.3684 11.8293
H 13.1358 -21.6291 14.3662
H 11.6176 -21.5496 13.6442
H 11.9478 -20.5901 15.1129
H 14.0461 -22.0841 12.1301
C 2.8657 -28.8055 11.9573
C 3.2369 -27.3190 11.8746
C 4.2695 -26.9275 12.9256
C 5.6628 -27.4573 12.6528
C 6.1714 -27.1291 11.2975
C 5.1697 -27.4980 10.2064
N 3.8151 -26.9277 10.5504
O 2.9218 -27.4760 9.5599
C 5.5448 -26.8620 8.8538
C 5.1556 -28.9978 9.9375
C 2.0036 -26.3710 11.9914
H 2.0558 -28.9509 12.6534
H 3.7472 -29.3610 12.2907
H 2.4537 -29.1166 11.0537
H 4.2191 -25.8148 12.8996
H 3.8159 -27.2175 13.8905
H 5.5004 -28.4982 12.7582
H 6.3071 -27.1490 13.4435
H 7.1034 -27.6123 11.0548
H 6.4822 -26.0813 11.1434
H 4.9269 -27.2508 7.9657
H 5.3597 -25.8155 8.9889
H 6.6282 -27.0445 8.7855
H 4.3690 -29.2187 9.1852
H 6.1193 -29.3937 9.6139
H 4.8120 -29.6193 10.7892
H 1.6354 -26.4944 13.0380
H 1.2293 -26.7246 11.2992
H 2.2826 -25.3242 11.8963
H 2.4710 -26.6730 9.2448
C 8.9420 -18.3205 9.0139
C 7.8301 -17.8192 8.0817
C 7.0368 -16.6143 8.5667
C 7.8415 -15.3490 8.5147
C 8.2279 -15.0913 7.0111
C 8.9695 -16.2796 6.3839
N 8.1759 -17.5146 6.6488
O 8.9714 -18.6251 6.1299
C 8.9136 -16.0827 4.8505
C 10.4665 -16.3771 6.9555
C 6.8497 -19.0357 7.9971
H 9.3835 -19.3112 8.7219
H 8.5024 -18.3998 10.0153
H 9.7494 -17.5883 9.1190
H 6.1065 -16.5701 7.9641
H 6.7349 -16.9212 9.5192
H 8.7437 -15.3826 9.1145
H 7.2643 -14.4788 8.8524
H 8.8295 -14.1411 6.9404
H 7.2782 -14.8718 6.4684
H 9.8181 -16.3651 4.3003
H 8.1134 -16.5889 4.3472
H 8.7527 -15.0358 4.6933
H 11.0514 -15.6719 6.3677
H 10.5066 -15.8392 7.9182
H 10.9490 -17.3597 7.0024
H 5.7990 -18.7387 7.7992
H 6.8148 -19.6034 8.8988
H 7.1751 -19.7446 7.2357
H 8.5904 -18.6932 5.2333
F 7.4165 -23.7826 11.6645
C 8.5481 -23.5100 10.9708
C 8.6807 -23.8951 9.6916
C 9.8628 -23.5841 9.0081
C 10.7827 -22.8035 9.7027
C 10.6325 -22.3193 11.0018
C 9.4827 -22.7453 11.6702
H 7.9168 -24.4657 9.1710
H 10.0331 -23.9309 7.9981
H 11.6551 -22.4870 9.1165
H 11.4201 -21.7796 11.5044
H 9.1877 -22.4582 12.6647
```

Here are the Mulliken charges for atoms 1 to 8, given in e:
1 C -1.8349
2 C 1.8750
3 C -1.2478
4 C -0.6093
5 C -0.9833
6 C 1.4580
7 N 0.1077
8 O -0.4867